Entry 1:
Computed, not measured: C47H59Br3CaN7OSi as an isolated structure, with ωB97M-V/def2-TZVPD.

```
119
Properties=species:S:1:pos:R:3:mulliken_charge:R:1
Ca 1.1408 0.9765 0.4224 1.34
C 0.3743 -0.4680 3.7946 -0.55
C 1.8466 -0.5242 3.5270 0.33
C 2.7388 -1.0294 4.4867 -1.41
C 4.0879 -0.9451 4.2751 -1.25
C 4.5710 -0.3534 3.0918 0.64
C 5.9326 -0.1108 2.8121 0.44
Br 7.2739 -0.5632 4.0910 -0.28
C 6.3240 0.4940 1.6498 -0.53
C 5.3627 0.8238 0.6999 0.34
Br 5.8992 1.6408 -0.9321 -0.26
C 3.9908 0.5924 0.8542 0.37
O 3.1293 0.8717 -0.0551 -0.22
C 3.6035 0.0323 2.1300 -0.73
N 2.2713 -0.0503 2.3707 0.84
H 0.1555 -0.6741 4.8420 0.56
H -0.1349 -1.2048 3.1752 -0.23
H 0.0029 0.5259 3.5277 0.04
H 2.3483 -1.4666 5.3961 0.44
H 4.7875 -1.2914 5.0227 0.32
H 7.3647 0.7190 1.4640 0.42
C -2.0964 -3.2327 2.9868 -1.41
C -1.6466 -2.5373 1.8609 0.35
N -0.4085 -2.5240 1.4160 0.53
C 0.5495 -3.2448 2.1062 -0.95
C 0.1696 -3.9864 3.2903 1.38
C -1.1557 -3.9689 3.6965 -0.93
C 1.1659 -4.7270 3.9889 -1.05
C 2.4639 -4.6541 3.6171 -1.12
C 2.8866 -3.8665 2.4882 1.68
C 4.2271 -3.6727 2.2003 -1.50
C 4.5752 -2.8022 1.1155 -0.56
C 3.6212 -2.3219 0.2998 -1.33
N 2.2555 -2.6978 0.4183 1.41
C 1.8743 -3.2673 1.6787 -0.38
H -3.1338 -3.1811 3.2896 0.52
H -2.3636 -1.9391 1.2943 -0.13
H -1.4444 -4.5380 4.5747 0.38
H 0.8578 -5.3507 4.8222 0.38
H 3.2278 -5.2070 4.1531 0.37
H 4.9905 -4.1233 2.8216 0.32
H 5.6073 -2.5166 0.9549 0.49
H 3.8612 -1.6904 -0.5471 0.70
C -5.0355 -0.8777 -3.0737 -1.68
C -4.6596 0.5350 -2.6048 2.19
C -4.7831 1.4853 -3.7993 -2.19
C -5.6145 1.0077 -1.4982 -1.64
C -3.2509 0.5162 -2.0274 0.26
C -2.9203 -0.3842 -1.0172 -0.35
C -1.6732 -0.3079 -0.4321 -0.23
N -0.7244 0.5375 -0.8248 1.86
C -0.9920 1.3652 -1.8480 -0.23
C -2.2565 1.3934 -2.4361 -0.75
C 0.1149 2.2105 -2.3264 -1.21
C 0.1321 2.7498 -3.6141 0.32
C 1.2156 3.4924 -4.0542 0.61
C 2.2635 3.6717 -3.1496 -0.70
C 2.1691 3.1177 -1.8866 -1.38
N 1.1319 2.3989 -1.4790 0.05
C 1.3009 4.0646 -5.4621 2.10
C 1.7187 5.5417 -5.3956 -1.69
C 2.3487 3.2674 -6.2524 -1.62
C -0.0390 3.9856 -6.2007 -2.10
H -6.0238 -0.8708 -3.5372 0.46
H -5.0537 -1.5849 -2.2452 0.33
H -4.3120 -1.2334 -3.8093 0.38
H -5.7832 1.4083 -4.2274 0.43
H -4.0626 1.2327 -4.5797 0.44
H -4.6254 2.5230 -3.4997 0.39
H -6.6445 1.0250 -1.8604 0.45
H -5.3451 2.0166 -1.1784 0.35
H -5.5619 0.3542 -0.6263 0.33
H -3.6309 -1.1099 -0.6476 0.67
H -1.3920 -0.9809 0.3724 -1.23
H -2.4486 2.1279 -3.2031 0.66
H -0.6975 2.5404 -4.2725 0.45
H 3.1561 4.2177 -3.4191 0.41
H 2.9676 3.2529 -1.1670 0.57
H 2.7173 5.6582 -4.9763 0.34
H 1.0204 6.1068 -4.7759 0.39
H 1.7224 5.9718 -6.3985 0.46
H 3.3311 3.3400 -5.7842 0.36
H 2.4208 3.6540 -7.2712 0.44
H 2.0745 2.2123 -6.2990 0.36
H -0.8332 4.4649 -5.6250 0.45
H -0.3264 2.9526 -6.4039 0.37
H 0.0447 4.5022 -7.1576 0.44
Br 0.5606 3.0692 1.9274 -0.73
C 2.7878 -4.4262 -1.9410 -1.30
Si 1.5815 -3.1995 -1.1225 0.35
C -0.0634 -4.1135 -1.0776 -1.00
C 1.4273 -1.6811 -2.2251 -0.62
H 2.3755 -4.8293 -2.8713 0.37
H 2.9882 -5.2722 -1.2790 0.32
H 3.7472 -3.9602 -2.1745 0.35
H -0.3245 -4.3895 -2.1046 0.48
H -0.8700 -3.5172 -0.6628 0.14
H 0.0182 -5.0296 -0.4893 0.26
H 1.3972 -1.9774 -3.2769 0.56
H 2.2507 -0.9741 -2.0895 0.10
H 0.4994 -1.1606 -1.9992 -0.28
C -4.2153 0.1822 4.6340 -1.76
C -3.7089 1.3045 3.7283 1.80
C -4.8947 2.1304 3.2300 -2.00
C -2.7289 2.1909 4.5042 -1.52
N -3.0942 0.6320 2.5718 -0.01
N -2.5123 1.4645 1.5789 -0.14
H -4.7889 0.5925 5.4665 0.45
H -3.3780 -0.3888 5.0417 0.34
H -4.8517 -0.4948 4.0626 0.39
H -5.4669 2.5214 4.0726 0.50
H -5.5485 1.4987 2.6249 0.36
H -4.5627 2.9766 2.6261 0.37
H -3.2468 2.7018 5.3190 0.47
H -2.2692 2.9485 3.8668 0.40
H -1.9279 1.5867 4.9355 0.27
H -2.3542 0.0207 2.9028 -0.19
H -1.8885 2.1770 1.9607 0.12
H -3.2538 1.9189 1.0613 0.07
```

**Max |F|**: 0.036 Eh/bohr
**Total charge**: -1
**Relative energy (zero: lowest compared OMol25 entry of this formula, charge and spin)**: 0.410 eV
**Multiplicity**: 1
**Kohn-Sham gap (spin up / spin down)**: 3.722 / 3.722 eV

***

Entry 2:
Computed, not measured: a 5-piece molecular cluster, C47H60IN3O4P2S overall, with ωB97M-V/def2-TZVPD.

```
118
Properties=species:S:1:pos:R:3:mulliken_charge:R:1
C 6.5456 1.5323 3.4246 -0.52
C 5.6687 1.9100 2.3640 -0.39
C 4.4788 2.0444 1.1966 0.40
C 4.4305 0.6625 0.2552 -0.37
C 2.9345 0.0647 0.0281 -0.40
C 2.4582 -0.2305 -1.4955 1.41
C 3.6056 -0.6277 -2.5793 -1.01
C 4.7429 -1.6965 -2.1226 -0.17
C 6.1709 -1.4614 -2.9475 -0.71
S 7.3769 -0.3392 -2.0506 -0.25
N 1.6841 0.9287 -2.1618 0.18
P 2.3256 2.5248 -1.8189 0.68
N 1.5879 3.5418 -2.8967 -0.95
O 1.8503 3.1992 -0.2441 -0.45
O 4.0424 2.7496 -2.1515 -0.53
C 1.2338 -1.3711 -1.3550 -0.05
O 0.3475 -0.8543 -0.3037 0.29
C -1.0680 -0.8540 -0.6848 0.57
C -1.6493 -2.2824 -1.2449 -0.94
N -1.5784 -3.4383 -0.2787 -0.33
C -1.4740 0.2723 -1.8291 0.17
C -1.3205 1.8262 -1.3335 0.17
C -1.5703 3.1717 -0.9648 -1.13
C -1.9070 -0.4701 0.7111 -0.74
C -0.8527 -0.0084 1.9239 0.53
C -0.4147 1.5383 2.2391 -0.32
C 0.6410 1.9359 3.4695 -0.75
C 1.2626 0.7553 4.4590 0.58
C 2.2782 1.2249 5.6695 -0.99
C 0.7978 -0.7997 4.1681 -0.73
C -0.2271 -1.1844 2.9066 -0.26
P 1.8338 -3.1287 -0.9491 0.19
O 1.3178 -3.4761 0.7160 -0.51
I 0.8013 -4.8187 -2.4897 -0.09
H 7.3340 1.2548 4.2590 0.33
H 4.7292 2.9844 0.5299 0.17
H 3.4372 2.1993 1.7248 0.02
H 5.0682 0.8363 -0.7149 -0.09
H 5.0493 -0.1356 0.8932 0.42
H 2.8892 -0.9674 0.6281 0.46
H 2.1842 0.7724 0.6302 -0.50
H 4.1853 0.3070 -3.0439 0.29
H 3.0372 -1.1092 -3.5129 -0.02
H 4.9288 -1.7902 -0.9689 0.19
H 4.3696 -2.7748 -2.4740 0.29
H 5.9544 -1.0959 -4.0569 0.31
H 6.6881 -2.5283 -3.0369 0.38
H 8.1911 -1.1733 -1.2421 0.15
H 1.7678 0.7330 -3.1970 0.55
H 2.3053 4.0181 -3.4864 0.21
H 1.5185 4.1374 -0.3628 0.29
H 4.2293 3.6628 -1.7378 0.32
H 0.7462 -1.4072 -2.4326 -0.36
H -2.8085 -2.1010 -1.4663 0.43
H -1.1546 -2.4663 -2.2901 -0.03
H -1.7541 -4.3006 -0.8767 0.08
H -2.4051 -3.4546 0.3913 0.31
H -2.5726 0.0191 -2.2225 0.59
H -0.7699 0.1239 -2.7639 0.01
H -1.6930 4.3230 -0.6870 0.24
H -2.4689 -1.4204 1.1639 0.30
H -2.7562 0.3258 0.5224 0.25
H -0.8279 2.4403 1.6191 0.14
H 0.9506 3.0752 3.6419 0.30
H 2.9498 2.1175 5.2512 0.26
H 3.0363 0.3834 6.0048 0.31
H 1.7060 1.6846 6.6081 0.21
H 1.2148 -1.6358 4.8780 0.25
H -0.5106 -2.3227 2.7819 0.20
H 1.5050 -4.4439 0.9316 0.30
C -3.0839 3.5367 7.9382 -0.31
C -2.6561 3.1845 6.6585 -0.56
C -1.3794 3.5420 6.2261 0.01
C -0.5311 4.2563 7.0725 -0.41
C -0.9624 4.6167 8.3489 -0.35
C -2.2377 4.2559 8.7828 -0.42
H -4.0762 3.2521 8.2773 0.36
H -3.3179 2.6300 5.9978 0.37
H -1.0451 3.2644 5.2299 0.23
H 0.4645 4.5328 6.7369 0.39
H -0.3036 5.1785 9.0066 0.35
H -2.5727 4.5347 9.7783 0.35
C -6.6240 6.1952 0.5511 -0.30
C -5.9467 4.9849 0.4055 -0.57
C -4.7965 4.9187 -0.3803 -0.16
C -4.3256 6.0628 -1.0248 -0.32
C -5.0082 7.2711 -0.8868 -0.43
C -6.1562 7.3383 -0.0979 -0.39
H -7.5163 6.2480 1.1689 0.35
H -6.3150 4.0927 0.9056 0.36
H -4.2670 3.9760 -0.4908 0.38
H -3.4281 6.0121 -1.6350 0.38
H -4.6447 8.1616 -1.3938 0.35
H -6.6867 8.2805 0.0115 0.35
C -0.8078 -2.8588 -5.5022 0.06
C -0.0246 -1.7381 -5.7770 0.03
C -0.3355 -0.9179 -6.8612 -0.51
C -1.4279 -1.2211 -7.6741 -0.44
C -2.2056 -2.3470 -7.4049 -0.38
C -1.8970 -3.1651 -6.3184 -0.62
H -0.5693 -3.4939 -4.6534 -0.13
H 0.8283 -1.5032 -5.1451 0.41
H 0.2731 -0.0427 -7.0730 0.38
H -1.6719 -0.5809 -8.5173 0.36
H -3.0535 -2.5868 -8.0418 0.36
H -2.5045 -4.0412 -6.1073 0.40
C -3.3653 -8.7178 -1.7577 -0.32
C -3.2244 -9.1640 -0.4440 -0.42
C -2.1787 -8.6882 0.3466 -0.34
C -1.2703 -7.7687 -0.1784 -0.49
C -1.4058 -7.3295 -1.4951 0.72
C -2.4537 -7.8024 -2.2845 -0.59
H -4.1841 -9.0836 -2.3712 0.36
H -3.9306 -9.8825 -0.0355 0.35
H -2.0712 -9.0336 1.3715 0.36
H -0.4571 -7.3958 0.4380 0.35
H -0.6945 -6.6174 -1.9064 -0.48
H -2.5605 -7.4583 -3.3099 0.39
```

**Max |F|**: 0.192 Eh/bohr
**Total charge**: 0
**SMILES**: C#CCCC[C@](CCCS)(NP(=N)(O)O)[C@H](O[C@](CN)(CC#C)Cc1ccc(C)cc1)P(O)I.c1ccccc1.c1ccccc1.c1ccccc1.c1ccccc1
**Multiplicity**: 1
**Kohn-Sham gap**: 7.502 eV

***

Entry 3:
Computed, not measured: a 11-piece molecular cluster, C47H64Br2O25S5 overall, with ωB97M-V/def2-TZVPD.

```
143
Properties=species:S:1:pos:R:3:mulliken_charge:R:1
O 27.7986 15.8864 -15.5170 -0.52
C 27.5306 16.5400 -14.5537 0.38
C 27.6566 17.9987 -14.5160 -0.31
C 27.2881 18.7766 -13.5033 -0.28
C 26.5699 18.2337 -12.3052 0.50
O 26.3051 18.9965 -11.4175 -0.54
C 26.2580 16.8154 -12.4046 -0.43
C 26.7399 16.0500 -13.4384 -0.24
H 28.4366 18.4455 -15.1146 0.32
H 27.5723 19.8107 -13.3764 0.39
H 26.0344 16.3121 -11.4756 0.38
H 26.7840 14.9733 -13.3664 0.37
O 31.4693 21.2626 -0.3154 -0.57
C 32.3574 21.2166 -1.2090 0.33
C 33.2844 22.1712 -1.6045 -0.36
C 33.9544 22.1914 -2.7756 -0.14
C 33.9712 21.1114 -3.7293 0.24
O 34.4107 21.2676 -4.7995 -0.48
C 33.2904 19.9650 -3.1922 -0.29
C 32.5920 19.9682 -1.9933 -0.24
H 33.4527 22.9437 -0.8687 0.37
H 34.6421 23.0045 -2.9555 0.39
H 33.4031 18.9529 -3.5517 0.36
H 32.3930 19.0247 -1.5068 0.38
O 26.2170 23.4606 -1.9977 -0.57
C 26.7972 23.2919 -3.1153 0.38
C 26.6184 22.1672 -4.0117 -0.31
C 27.1820 21.9563 -5.2429 -0.25
C 28.0145 22.9232 -5.9431 0.45
O 28.7074 22.6899 -6.9955 -0.59
C 28.0818 24.1038 -5.1573 -0.24
C 27.4996 24.3053 -3.9101 -0.36
H 26.0694 21.3227 -3.6221 0.35
H 26.8762 21.0395 -5.7248 0.38
H 28.5031 24.9403 -5.6950 0.38
H 27.6922 25.2086 -3.3502 0.37
O 34.6381 9.4592 -16.3085 -0.51
C 33.6964 9.7045 -15.6258 0.41
C 33.6262 9.6139 -14.1462 -0.36
C 32.4103 9.7338 -13.4168 -0.27
C 31.1139 10.0223 -14.0821 0.34
O 30.0078 10.0832 -13.4774 -0.56
C 31.3126 10.2037 -15.6049 -0.31
C 32.4477 10.0662 -16.3044 -0.25
H 34.5385 9.4252 -13.5998 0.40
H 32.5327 9.4074 -12.3946 0.38
H 30.4801 10.6708 -16.1099 0.35
H 32.5087 10.2697 -17.3633 0.40
O 24.0376 14.1539 2.9308 -0.54
C 25.1062 14.3262 2.3359 0.32
C 25.6494 13.1936 1.5231 -0.20
C 26.9193 13.0241 1.0582 -0.38
C 27.9519 14.0802 1.2413 0.41
O 29.0326 14.0426 0.7611 -0.51
C 27.4491 15.2624 2.0558 -0.28
C 26.1566 15.2585 2.5618 -0.27
H 24.9446 12.4265 1.2380 0.37
H 27.1800 12.1412 0.4934 0.39
H 28.0607 16.0103 2.5386 0.37
H 26.0398 15.8546 3.4548 0.32
C 21.0006 16.7317 -3.0591 -1.01
C 20.1428 15.4511 -3.1490 -0.32
O 18.8432 15.8726 -2.7587 -0.29
S 17.8215 14.7980 -1.9718 1.11
C 18.6700 14.6844 -0.3645 -0.89
O 16.5852 15.5603 -1.7964 -0.59
O 17.8530 13.4551 -2.5649 -0.57
H 22.0117 16.3886 -3.2785 0.34
H 20.8987 17.0156 -2.0117 0.28
H 20.7462 17.4658 -3.8236 0.28
H 20.1577 14.9462 -4.1149 0.36
H 20.6523 14.6460 -2.6197 0.31
H 18.8790 15.7102 -0.0609 0.31
H 19.5694 14.0804 -0.4839 0.32
H 18.0152 14.0898 0.2726 0.37
C 20.2186 7.8922 1.9891 -1.32
C 20.2319 7.2404 0.6113 -0.12
O 20.6027 8.3327 -0.3373 -0.27
S 20.8861 7.8125 -1.8467 1.15
C 19.2421 7.1661 -2.4840 -0.99
O 21.3215 8.9437 -2.6398 -0.58
O 21.7324 6.6574 -1.6747 -0.63
H 21.2015 8.2819 2.2539 0.32
H 19.8775 7.2522 2.8029 0.39
H 19.4578 8.6726 1.9744 0.33
H 21.0506 6.5242 0.5421 0.36
H 19.2492 6.8211 0.3954 0.30
H 18.4067 7.8660 -2.5044 0.35
H 18.9748 6.2494 -1.9583 0.34
H 19.3052 6.7292 -3.4807 0.37
C 31.5278 6.6614 -5.7678 -1.22
C 31.9327 7.8790 -5.0181 -0.23
O 33.2922 7.7338 -4.5115 -0.33
S 34.3765 8.8687 -4.9751 1.11
C 33.9242 10.1731 -3.8322 -0.81
O 35.6072 8.2901 -4.6558 -0.57
O 34.1021 9.3068 -6.3822 -0.60
H 31.8941 5.8406 -5.1513 0.29
H 32.1168 6.6513 -6.6849 0.29
H 30.4563 6.5306 -5.9194 0.36
H 31.8197 8.8592 -5.4812 0.43
H 31.2852 7.9480 -4.1440 0.32
H 34.5536 11.0047 -4.1492 0.34
H 34.0255 9.7837 -2.8191 0.32
H 32.8692 10.3990 -3.9870 0.30
C 18.8934 9.2061 -9.4366 -1.16
C 17.3846 9.2656 -9.8003 -0.21
O 16.8199 8.0546 -9.1364 -0.33
S 15.1421 7.8877 -9.0562 1.18
C 14.8733 6.9452 -10.6704 -0.92
O 14.8520 6.9540 -7.9541 -0.59
O 14.5035 9.1682 -9.2391 -0.61
H 19.3578 8.2437 -9.6518 0.30
H 19.0255 9.3285 -8.3616 0.32
H 19.4370 10.1263 -9.6502 0.39
H 16.7689 10.0631 -9.3845 0.36
H 17.1337 9.2144 -10.8598 0.30
H 14.1620 6.1355 -10.5074 0.35
H 15.7191 6.6864 -11.3075 0.29
H 14.2954 7.6979 -11.2067 0.33
C 30.4762 15.7435 -8.2904 -1.16
C 30.1753 14.7017 -7.2797 -0.21
O 29.1290 13.8248 -7.8063 -0.26
S 27.8879 13.4337 -6.7130 1.03
C 26.9865 12.3679 -7.8541 -0.81
O 28.3838 12.5857 -5.5915 -0.58
O 27.1392 14.6759 -6.4755 -0.58
H 30.6280 15.4094 -9.3168 0.30
H 31.2947 16.4101 -8.0191 0.37
H 29.6387 16.4402 -8.2545 0.29
H 31.0011 14.0113 -7.1079 0.27
H 29.9152 15.0931 -6.2962 0.37
H 26.1386 12.0812 -7.2320 0.37
H 27.7072 11.6009 -8.1377 0.31
H 26.7975 13.1442 -8.5955 0.27
Br 34.6284 17.5717 -16.1163 -0.13
C 35.9815 17.1172 -14.6605 -0.54
C 37.3842 17.6229 -15.1704 -0.61
Br 38.0600 16.5126 -16.5965 -0.10
H 36.0274 16.0457 -14.4661 0.35
H 35.6793 17.5713 -13.7168 0.36
H 38.2929 17.8269 -14.6040 0.37
H 37.2264 18.5651 -15.6953 0.31
```

**Max |F|**: 0.101 Eh/bohr
**Total charge**: 0
**SMILES**: O=C1C=CC(=O)C=C1.O=C1C=CC(=O)C=C1.O=C1C=CC(=O)C=C1.O=C1C=CC(=O)C=C1.O=C1C=CC(=O)C=C1.CCOS(C)(=O)=O.CCOS(C)(=O)=O.CCOS(C)(=O)=O.CCOS(C)(=O)=O.CCOS(C)(=O)=O.BrCCBr
**Multiplicity**: 1
**Kohn-Sham gap**: 7.591 eV